ORCA calculation (ωB97M-V/def2-TZVPD) on a cluster of 11 separate species, C38H78N2O22 in total in a non-equilibrium geometry.

Relative energy (zero: lowest compared OMol25 entry of this formula, charge and spin)   56.1 kcal per mole
Highest occupied orbital energy   -9.6 eV
Maximum force   0.0924 hartree/bohr
SMILES string   C[N+](=O)[O-].C[N+](=O)[O-].CCOC(C)=O.CCOC(C)=O.CCOC(C)=O.CCOC(C)=O.CCOC(C)=O.CCOC(C)=O.CCOC(C)=O.CCOC(C)=O.CCOC(C)=O
Frontier orbital gap   9.8 eV
E_tot   -88690.485 eV

Cartesian coordinates (Å):
C1 -1.00596 -0.48661 -0.14181
N1 0.40554 -0.93831 -0.32280
O1 1.13458 -0.32093 -1.12509
O2 0.74000 -1.91107 0.30513
H1 -1.52935 -0.85606 0.74004
H2 -1.47940 -0.73833 -1.09080
H3 -0.90106 0.58974 -0.00554
C2 0.87794 4.15789 -3.59627
N2 0.53531 3.25501 -2.48389
O3 -0.21804 3.69863 -1.66084
O4 1.01825 2.12197 -2.41114
H4 1.91082 4.00223 -3.90779
H5 0.78369 5.20487 -3.30810
H6 0.24263 3.88415 -4.43862
C3 3.18376 1.40045 1.99599
C4 2.09418 2.27519 1.45300
O5 1.58501 3.03303 2.52223
C5 2.02867 4.34775 2.71057
C6 1.09219 5.14140 3.53840
O6 3.06769 4.89390 2.23518
H7 3.46192 0.66933 1.23693
H8 2.78477 0.76240 2.78453
H9 4.06735 1.96091 2.30135
H10 2.47959 2.95902 0.69673
H11 1.32801 1.69395 0.93993
H12 1.70657 5.90261 4.01925
H13 0.65537 4.53910 4.33496
H14 0.24761 5.50113 2.95072
C7 -5.90940 1.12265 -3.51354
C8 -4.95315 0.02534 -2.94578
O7 -5.10613 -0.12880 -1.56207
C9 -4.44654 0.66757 -0.60022
C10 -4.80182 0.15098 0.77244
O8 -3.77256 1.66856 -0.86079
H15 -5.79878 2.09614 -3.03585
H16 -6.97302 0.89704 -3.43658
H17 -5.63927 1.33845 -4.54725
H18 -5.13141 -0.90867 -3.47866
H19 -3.90447 0.23877 -3.15266
H20 -4.38179 0.84418 1.50123
H21 -4.30795 -0.81717 0.85539
H22 -5.86171 -0.03695 0.94398
C11 5.30967 -5.52681 4.30355
C12 5.75816 -4.14588 4.00456
O9 4.70921 -3.18099 4.14965
C13 3.72799 -3.17387 3.28500
C14 2.67693 -2.13770 3.47775
O10 3.55482 -3.98227 2.36566
H23 5.06413 -5.57506 5.36443
H24 6.12159 -6.21821 4.07804
H25 4.54917 -5.94082 3.64149
H26 6.58739 -3.87092 4.65639
H27 6.24545 -3.99500 3.04130
H28 3.10099 -1.40385 4.16312
H29 1.72104 -2.45607 3.89371
H30 2.41434 -1.52750 2.61358
C15 -2.78446 8.21931 2.35085
C16 -3.41893 6.87471 2.40592
O11 -2.40138 5.89900 2.32091
C17 -2.72451 4.65914 1.81362
C18 -1.53829 3.83255 1.41850
O12 -3.85268 4.16189 1.75225
H31 -3.60595 8.84493 2.69990
H32 -2.55569 8.56234 1.34185
H33 -1.89478 8.34071 2.96879
H34 -3.88693 6.67884 3.37066
H35 -4.11045 6.66131 1.59084
H36 -0.81313 4.47457 0.91845
H37 -1.89366 3.01175 0.79552
H38 -1.11454 3.48886 2.36211
C19 -3.59166 0.11914 3.85916
C20 -2.77307 1.36052 3.64074
O13 -1.57244 1.35772 4.43033
C21 -0.52324 0.74589 3.97829
C22 0.55994 0.70969 5.00062
O14 -0.36991 0.24626 2.85024
H39 -4.62393 0.43273 3.70359
H40 -3.54470 -0.21293 4.89627
H41 -3.42138 -0.72561 3.19170
H42 -2.53177 1.46257 2.58268
H43 -3.24415 2.32455 3.83270
H44 1.42012 0.25994 4.50472
H45 0.37407 -0.01214 5.79593
H46 0.89155 1.71150 5.27357
C23 2.42505 -1.64267 -5.68093
C24 2.59585 -0.46979 -4.62840
O15 2.67535 0.86096 -5.24454
C25 3.84112 1.25878 -5.77743
C26 3.85480 2.59774 -6.46154
O16 4.89665 0.58285 -5.76521
H47 1.46933 -1.57970 -6.20123
H48 2.44197 -2.64651 -5.25650
H49 3.24744 -1.53553 -6.38824
H50 1.75944 -0.43660 -3.93024
H51 3.50649 -0.59271 -4.04213
H52 3.20671 2.62335 -7.33757
H53 4.84369 2.99094 -6.69739
H54 3.41723 3.32673 -5.77948
C27 6.08082 -3.75067 -4.63040
C28 6.09564 -4.33037 -3.26052
O17 4.93419 -3.92025 -2.50876
C29 4.88540 -2.70955 -1.89859
C30 3.77674 -2.67176 -0.82232
O18 5.69557 -1.80965 -2.04698
H55 5.07020 -3.66013 -5.02857
H56 6.57833 -4.37804 -5.37000
H57 6.61372 -2.80379 -4.71723
H58 5.94894 -5.40813 -3.33129
H59 7.03596 -4.22857 -2.71874
H60 4.20824 -2.31448 0.11270
H61 3.41806 -3.70104 -0.82871
H62 2.87633 -2.08732 -1.01156
C31 -0.33621 -3.36089 -2.75122
C32 -1.18564 -2.63575 -3.79245
O19 -0.77165 -1.26443 -3.97392
C33 -1.52649 -0.53696 -4.70897
C34 -0.85331 0.77628 -5.09972
O20 -2.68660 -0.80317 -5.03804
H63 -0.64700 -4.39912 -2.63463
H64 -0.44566 -2.94584 -1.74929
H65 0.73857 -3.27525 -2.91129
H66 -1.11050 -3.19499 -4.72503
H67 -2.20616 -2.59988 -3.41120
H68 0.07175 0.62702 -5.65658
H69 -0.58848 1.24550 -4.15220
H70 -1.55110 1.41422 -5.64214
C35 -5.57407 -3.19356 5.47345
C36 -5.84631 -3.16452 4.03188
O21 -4.70593 -3.69074 3.40817
C37 -4.61747 -3.95879 2.10699
C38 -3.24165 -4.35797 1.62384
O22 -5.56134 -3.91248 1.31991
H71 -6.34251 -2.53763 5.88252
H72 -4.67418 -2.65717 5.77443
H73 -5.73077 -4.19068 5.88491
H74 -6.68895 -3.77045 3.69887
H75 -6.01514 -2.14767 3.67746
H76 -2.64352 -3.44908 1.55864
H77 -3.17502 -4.93659 0.70250
H78 -2.78853 -4.89973 2.45408

Force components x, y, z for each atom (eV/Å):
0.3 1.2 -0.4
0.6 0.5 -0.6
-1.5 -1.1 1.4
0.4 -0.4 0.2
0.6 -0.6 -0.2
-0.2 0.2 0.1
-0.3 0.1 -0.4
0.8 0.1 -1.0
0.9 -1.3 0.6
-0.8 0.5 0.7
-0.3 1.4 -0.7
-0.1 -0.4 0.2
-0.4 -0.4 0.2
-0.1 0.2 0.1
0.1 -1.0 -0.5
1.3 0.1 -0.8
-0.4 2.7 0.7
2.8 0.5 -2.1
0.0 -0.4 1.1
-3.6 -2.9 1.2
0.3 0.1 -0.3
0.1 0.3 0.4
-0.2 0.0 0.1
0.2 0.1 0.0
-0.4 0.1 0.6
-0.5 0.4 -0.3
0.0 -0.2 0.0
0.3 0.3 -0.1
0.8 0.1 0.2
0.0 1.7 -1.2
0.5 0.1 2.5
-0.6 1.4 -2.3
0.8 0.1 -0.2
-1.3 -2.7 0.5
0.3 -0.1 0.4
0.1 -0.5 -0.1
-0.2 -0.4 -0.2
-0.3 -0.2 0.6
-0.1 0.4 -0.1
-0.2 -0.1 -0.1
0.0 -0.1 0.2
0.0 0.2 -0.3
0.3 -1.1 -0.3
0.8 0.5 -0.9
0.7 0.6 0.9
-2.4 -2.0 -3.1
0.3 2.0 1.2
1.2 0.8 1.4
-0.3 -0.4 -0.1
0.4 0.1 0.5
-0.5 0.6 0.3
-0.5 0.3 0.6
-0.6 -0.3 -0.5
-0.2 0.1 0.4
0.3 -0.6 0.0
0.3 -0.7 -0.5
-0.8 0.8 -0.2
0.0 -1.1 0.3
0.8 -2.2 -1.3
-1.7 -1.0 0.3
-0.1 0.9 0.3
1.6 1.9 0.4
0.3 0.7 0.2
0.1 -0.3 -0.1
-0.2 -0.2 0.2
-0.5 0.4 -0.1
-0.3 0.4 0.2
0.1 -0.3 -0.1
0.2 0.1 0.1
0.3 -0.3 -0.1
-1.1 0.3 0.6
0.5 0.4 -1.1
-1.3 0.6 0.2
1.9 -1.5 -2.2
1.4 -0.7 -0.7
-1.0 1.0 1.9
-0.2 -0.2 0.0
0.2 0.0 0.0
0.5 0.2 0.0
0.4 -0.2 0.0
-0.4 -0.4 0.6
0.0 0.1 -0.2
-0.5 0.6 0.4
-0.4 -0.1 0.6
0.2 1.5 0.5
0.3 -0.9 -0.4
-0.1 -0.1 -0.4
3.5 -2.2 -0.4
-1.0 0.8 0.6
-3.0 1.3 0.3
0.0 0.3 -0.1
0.3 0.2 0.4
-0.1 -0.2 -0.1
0.0 0.3 -0.2
0.0 -0.2 -0.1
0.1 -0.2 -0.1
0.0 -0.7 0.0
-0.2 0.1 0.1
0.6 0.5 -1.3
-0.5 -0.8 0.1
0.1 0.4 0.6
0.5 1.4 1.0
0.1 -0.9 -1.3
-0.7 -1.3 -0.3
-0.1 0.2 0.3
0.2 -0.4 0.2
-0.4 0.2 0.3
-0.1 -0.1 0.0
-0.2 0.6 0.2
0.0 -0.4 -0.1
0.0 0.0 0.9
0.5 0.4 -0.5
0.3 0.8 0.6
-0.1 -0.7 1.1
1.9 -2.1 1.2
-2.9 2.2 -2.4
-0.4 -0.3 0.5
1.8 0.0 0.5
0.1 0.0 -0.4
-0.3 0.2 0.0
0.0 -0.3 -0.5
-0.3 0.4 -0.2
-0.1 -0.2 -0.5
-0.1 -0.1 0.0
0.2 0.2 0.0
0.1 -0.2 0.0
-1.2 0.8 1.2
-0.5 0.1 -1.5
2.3 -0.5 -0.6
-1.8 -0.4 -2.5
0.4 0.2 1.6
0.9 0.3 1.5
-0.4 -0.2 0.5
0.4 -0.6 -0.2
0.6 0.1 0.2
-0.3 0.1 0.3
0.0 0.1 -0.1
0.1 0.1 -0.3
-0.5 0.3 0.2
0.2 -0.2 -0.2